Below is a 7-piece molecular cluster, C13H33N3O10 overall at a distorted geometry, with properties calculated with ωB97M-V/def2-TZVPD.

The strongest force on any atom comes out at 7.77 eV Å⁻¹. The HOMO-LUMO gap (spin up / spin down) comes out at 3.934 / 8.501 eV.

The geometry in ORCA input format:
```
! wB97M-V def2-TZVPD RIJCOSX def2/J DEFGRID3
* xyz 1 2
N 17.92 19.76 -25.66
H 16.97 19.68 -25.33
H 17.79 20.15 -26.58
H 18.30 18.82 -25.68
H 18.42 20.39 -25.04
N 19.29 23.04 -27.84
H 18.77 22.21 -28.06
H 19.78 23.46 -28.62
H 19.94 22.92 -27.08
H 18.61 23.72 -27.54
N 14.90 21.91 -26.51
H 15.06 21.28 -25.73
H 15.85 22.04 -26.82
H 14.57 22.82 -26.24
H 14.39 21.39 -27.21
C 17.23 20.06 -29.05
O 17.31 21.12 -28.10
H 16.31 20.14 -29.63
H 18.10 19.99 -29.71
H 17.22 19.19 -28.40
C 12.62 20.05 -32.67
C 13.59 20.35 -31.45
C 13.65 21.73 -30.97
O 13.82 21.55 -29.52
C 13.41 20.43 -29.18
O 13.24 20.15 -28.08
O 13.33 19.62 -30.23
H 12.40 18.99 -32.53
H 13.02 20.19 -33.68
H 11.73 20.68 -32.63
H 14.64 20.14 -31.66
H 12.70 22.20 -31.21
H 14.35 22.47 -31.38
C 19.79 17.32 -30.67
C 20.68 17.27 -29.39
C 20.32 16.22 -28.49
O 21.67 15.86 -28.04
C 22.68 16.54 -28.72
O 23.89 16.16 -28.58
O 22.14 17.27 -29.60
H 18.78 16.97 -30.46
H 20.15 16.74 -31.52
H 19.69 18.35 -31.03
H 20.58 18.22 -28.86
H 19.76 15.38 -28.90
H 19.72 16.62 -27.67
C 12.91 17.05 -27.10
C 13.95 16.26 -27.98
C 14.31 17.02 -29.14
O 15.71 16.63 -29.29
C 16.18 16.23 -28.09
O 17.35 16.21 -27.79
O 15.15 16.22 -27.25
H 11.91 17.01 -27.54
H 13.06 18.10 -26.82
H 12.65 16.57 -26.16
H 13.73 15.26 -28.35
H 14.33 18.11 -29.05
H 13.70 16.90 -30.04
*
```



Below is one molecule with the formula C21H25N3O5S at a distorted geometry, with properties calculated with ωB97M-V/def2-TZVPD.

The strongest force on any atom comes out at 1.09 eV Å⁻¹. The value obtained for the energy above the lowest of the compared OMol25 structures with the same formula, charge and spin is 208.9 kJ/mol. The HOMO-LUMO gap comes out at 9.004 eV. As for the SMILES: O=C(Nc1cccc(S(=O)(=O)N2CCCCC2)c1)[C@@H]1CC(=O)N(Cc2ccco2)C1.

The geometry in ORCA input format:
```
! wB97M-V def2-TZVPD RIJCOSX def2/J DEFGRID3
* xyz 0 1
O -1.19 -0.35 1.38
C -1.41 -1.51 1.15
N -0.44 -2.45 0.94
C 0.93 -2.26 0.82
C 1.71 -3.31 0.35
C 3.08 -3.16 0.17
C 3.68 -1.94 0.43
C 2.90 -0.90 0.90
C 1.55 -1.04 1.12
H 0.99 -0.22 1.52
S 3.64 0.71 1.18
O 5.06 0.53 1.27
O 2.95 1.34 2.27
N 3.35 1.61 -0.17
C 4.11 1.32 -1.36
C 3.34 0.43 -2.34
C 1.99 1.06 -2.66
C 1.21 1.28 -1.36
C 2.02 2.14 -0.39
H 1.55 2.20 0.59
H 2.13 3.15 -0.80
H 0.99 0.31 -0.91
H 0.26 1.77 -1.57
H 1.42 0.43 -3.34
H 2.15 2.02 -3.15
H 3.19 -0.56 -1.89
H 3.93 0.30 -3.25
H 5.04 0.86 -1.03
H 4.35 2.27 -1.85
H 4.74 -1.78 0.30
H 3.67 -3.99 -0.18
H 1.25 -4.26 0.13
H -0.75 -3.40 0.75
C -2.82 -2.09 1.02
H -2.93 -2.93 1.70
C -3.10 -2.46 -0.45
C -3.62 -1.15 -1.05
O -3.67 -0.87 -2.22
N -4.05 -0.39 -0.02
C -3.85 -0.98 1.28
H -3.46 -0.24 1.98
H -4.79 -1.39 1.67
C -4.48 0.98 -0.18
C -3.52 1.92 0.47
C -3.54 2.53 1.70
C -2.34 3.26 1.80
C -1.67 3.04 0.64
O -2.38 2.23 -0.17
H -0.72 3.38 0.28
H -2.01 3.85 2.63
H -4.33 2.47 2.43
H -4.52 1.16 -1.26
H -5.48 1.11 0.26
H -2.23 -2.81 -1.00
H -3.88 -3.22 -0.53
*
```



Below is one molecule with the formula C2H6OS2Si at a distorted geometry, with properties calculated with ωB97M-V/def2-TZVPD.

The strongest force on any atom comes out at 11.50 eV Å⁻¹. The value obtained for the energy above the lowest of the compared OMol25 structures with the same formula, charge and spin is 0.0 kJ/mol. The HOMO-LUMO gap (spin up / spin down) comes out at 6.551 / 6.001 eV.

The geometry in ORCA input format:
```
! wB97M-V def2-TZVPD RIJCOSX def2/J DEFGRID3
* xyz 0 3
C 1.71 1.30 0.06
C 0.80 0.60 0.69
O -1.58 -0.76 -0.28
Si -0.01 -0.75 -0.26
S -2.94 0.22 -0.42
S 0.22 -2.83 0.39
H 2.25 2.10 0.39
H 2.05 1.10 -1.00
H 0.48 0.89 1.65
H 0.63 -0.73 -1.59
H -3.94 -0.69 -0.10
H 1.48 -2.75 0.68
*
```



Below is one molecule with the formula C3H5NO2 at a distorted geometry, with properties calculated with ωB97M-V/def2-TZVPD.

The strongest force on any atom comes out at 3.73 eV Å⁻¹. The value obtained for the energy above the lowest of the compared OMol25 structures with the same formula, charge and spin is 547.2 kJ/mol. The HOMO-LUMO gap comes out at 8.365 eV.

The geometry in ORCA input format:
```
! wB97M-V def2-TZVPD RIJCOSX def2/J DEFGRID3
* xyz 0 1
C 0.91 0.85 -2.32
C -0.15 -0.55 1.59
C -0.58 -0.07 0.19
N 0.69 0.59 -0.25
O 1.49 0.08 -2.95
O 0.41 1.60 -1.51
H -0.94 -1.22 1.81
H 0.81 -1.01 1.40
H -0.24 0.14 2.33
H -0.87 -0.88 -0.63
H -1.53 0.49 0.34
*
```



Below is C23H12Cl5N3O4Se2Tl as an isolated structure at a distorted geometry, with properties calculated with ωB97M-V/def2-TZVPD.

The strongest force on any atom comes out at 1.09 eV Å⁻¹. The HOMO-LUMO gap comes out at 7.920 eV.

The geometry in ORCA input format:
```
! wB97M-V def2-TZVPD RIJCOSX def2/J DEFGRID3
* xyz 1 1
Tl 0.12 -0.18 -0.80
Se 2.22 -2.21 -1.57
Se 0.95 -2.69 -3.46
C -0.74 -2.86 -2.54
C -1.59 -3.85 -3.01
C -2.79 -4.06 -2.35
C -3.09 -3.31 -1.23
C -2.20 -2.34 -0.82
N -1.05 -2.11 -1.49
C 3.01 -0.52 -2.02
C 4.30 -0.44 -2.53
C 4.85 0.82 -2.70
C 4.11 1.94 -2.36
C 2.83 1.77 -1.86
N 2.29 0.56 -1.70
H -1.30 -4.46 -3.86
H -3.47 -4.83 -2.70
H -4.00 -3.47 -0.67
H -2.38 -1.72 0.04
H 4.84 -1.34 -2.77
H 5.86 0.92 -3.09
H 4.52 2.94 -2.47
H 2.21 2.61 -1.59
Cl -0.42 0.52 -3.98
C -1.04 1.75 -2.93
C -0.90 1.59 -1.56
C -1.38 2.57 -0.71
Cl -1.13 2.45 1.00
C -2.04 3.69 -1.22
Cl -2.65 4.89 -0.16
C -2.18 3.83 -2.60
Cl -2.98 5.20 -3.23
C -1.68 2.86 -3.46
Cl -1.84 3.04 -5.16
O 1.32 -0.26 1.18
C 0.26 -0.47 1.85
O -0.83 -0.72 1.25
C 0.29 -0.38 3.33
C 1.50 -0.48 4.02
C 1.52 -0.39 5.40
C 0.34 -0.17 6.10
C -0.84 -0.07 5.39
C -0.90 -0.17 4.02
N -2.11 0.17 6.13
O -2.05 0.22 7.34
O -3.09 0.44 5.47
H 2.41 -0.63 3.46
H 2.45 -0.47 5.94
H 0.32 -0.09 7.18
H -1.84 -0.10 3.50
*
```



Below is C46H39N8PZr as an isolated structure at a distorted geometry, with properties calculated with ωB97M-V/def2-TZVPD.

The strongest force on any atom comes out at 2.40 eV Å⁻¹. The HOMO-LUMO gap comes out at 4.313 eV.

The geometry in ORCA input format:
```
! wB97M-V def2-TZVPD RIJCOSX def2/J DEFGRID3
* xyz 2 1
Zr -0.15 -0.80 -0.10
C 0.88 -1.01 -6.65
C 2.22 -1.01 -6.29
C 2.61 -1.08 -4.97
C 1.61 -1.14 -4.01
C 1.66 -1.24 -2.57
N 2.77 -1.34 -1.87
C 2.85 -1.45 -0.56
C 4.08 -1.63 0.17
C 5.40 -1.76 -0.23
C 6.36 -1.93 0.75
C 6.02 -1.98 2.10
C 4.70 -1.86 2.52
C 3.73 -1.68 1.54
C 2.29 -1.56 1.60
N 1.59 -1.68 2.71
C 0.28 -1.82 2.76
N -0.59 -1.75 1.70
C -1.84 -2.14 2.14
N -2.94 -2.20 1.43
C -3.03 -1.93 0.15
N -2.00 -1.55 -0.69
C -2.51 -1.43 -1.97
N -1.81 -1.22 -3.06
C -0.50 -1.18 -3.13
N 0.38 -1.22 -2.07
C 0.25 -1.12 -4.37
C -0.13 -1.07 -5.70
C -3.94 -1.65 -1.94
C -4.93 -1.56 -2.90
C -6.23 -1.80 -2.51
C -6.55 -2.15 -1.19
C -5.56 -2.26 -0.22
C -4.26 -1.99 -0.60
C -1.78 -2.44 3.55
C -2.73 -2.90 4.45
C -2.35 -3.01 5.78
C -1.06 -2.69 6.20
C -0.08 -2.29 5.30
C -0.45 -2.18 3.96
N 1.80 -1.38 0.33
H 0.62 -0.97 -7.70
H 2.97 -0.95 -7.07
H 3.65 -1.09 -4.67
H 5.66 -1.72 -1.28
H 7.40 -2.03 0.47
H 6.80 -2.12 2.83
H 4.44 -1.89 3.56
H -1.17 -1.07 -5.98
H -4.67 -1.31 -3.92
H -7.03 -1.70 -3.23
H -7.58 -2.32 -0.93
H -5.78 -2.54 0.80
H -3.72 -3.17 4.12
H -3.07 -3.35 6.51
H -0.82 -2.77 7.24
H 0.92 -2.04 5.61
C -0.86 4.24 -1.08
C -0.82 2.73 -1.23
C 0.07 2.35 -2.42
C -2.21 2.16 -1.48
P -0.06 1.83 0.27
C 1.63 2.52 0.35
C 2.58 1.76 -0.35
C 3.90 2.15 -0.41
C 4.31 3.31 0.24
C 3.38 4.08 0.92
C 2.05 3.70 0.97
C -0.99 2.17 1.89
C -2.25 1.28 1.81
C -0.05 1.64 2.99
C -1.40 3.60 2.23
H -1.08 4.69 -2.05
H 0.10 4.63 -0.74
H -1.64 4.56 -0.39
H -0.41 2.68 -3.34
H 0.19 1.26 -2.49
H 1.05 2.81 -2.36
H -2.58 2.54 -2.43
H -2.93 2.46 -0.71
H -2.19 1.06 -1.55
H 2.25 0.87 -0.86
H 4.61 1.56 -0.96
H 5.35 3.61 0.21
H 3.69 4.99 1.41
H 1.35 4.33 1.49
H -2.08 0.37 1.21
H -3.08 1.82 1.35
H -2.57 0.98 2.80
H 0.32 0.63 2.76
H -0.58 1.59 3.94
H 0.81 2.30 3.11
H -2.14 3.98 1.54
H -0.57 4.29 2.26
H -1.86 3.60 3.22
*
```